C26H35HgN10O2 as an isolated structure at a distorted geometry, computed with ωB97M-V/def2-TZVPD.

Each line ends with the Mulliken spin population.
Element x y z (Å)
Hg: -0.198 -0.834 0.094  0.640
O: 1.931 -2.016 1.242  0.073
C: 2.959 -1.391 1.611  0.012
C: 4.244 -1.776 1.105  0.063
C: 5.410 -1.245 1.580  -0.026
C: 5.377 -0.251 2.558  0.052
C: 4.163 0.210 3.024  -0.032
C: 2.947 -0.309 2.571  0.007
C: 1.699 0.263 3.008  0.008
N: 0.481 -0.236 2.847  0.075
C: -0.386 0.650 3.392  -0.009
C: 0.295 1.713 3.909  0.024
N: 1.617 1.457 3.673  -0.002
H: 4.258 -2.572 0.374  0.001
H: 6.361 -1.601 1.207  -0.001
H: 6.302 0.146 2.949  0.003
H: 4.172 0.979 3.785  -0.002
H: -1.442 0.460 3.385  -0.008
H: -0.030 2.600 4.412  0.000
H: 2.380 2.070 3.894  0.000
C: -2.789 -3.640 -1.580  0.010
C: -2.551 -2.245 -2.104  -0.014
O: -3.036 -1.236 -1.630  0.014
N: -1.795 -2.218 -3.234  0.000
C: -1.406 -0.980 -3.863  0.003
C: 0.085 -0.764 -3.854  -0.004
C: 0.738 -0.225 -4.958  0.005
C: 2.116 -0.101 -4.928  0.001
C: 2.798 -0.498 -3.788  -0.004
C: 2.059 -0.979 -2.719  0.026
N: 0.744 -1.120 -2.758  0.020
H: -3.204 -3.572 -0.581  0.000
H: -1.858 -4.197 -1.529  -0.003
H: -3.489 -4.163 -2.229  -0.001
H: -1.301 -3.050 -3.508  0.000
H: -1.908 -0.190 -3.291  -0.003
H: -1.775 -0.954 -4.896  0.000
H: 0.169 0.076 -5.827  0.000
H: 2.649 0.291 -5.783  0.000
H: 3.873 -0.446 -3.729  0.000
H: 2.528 -1.270 -1.790  0.003
C: -0.034 -3.501 4.090  0.004
N: -1.056 -4.085 3.251  -0.003
C: -2.003 -4.981 3.870  0.001
C: -1.338 -3.523 2.111  0.025
N: -1.589 -3.089 1.073  0.006
H: 0.607 -4.296 4.482  0.000
H: -0.487 -2.961 4.928  0.000
H: 0.563 -2.807 3.498  -0.003
H: -1.464 -5.816 4.321  0.000
H: -2.688 -5.370 3.117  -0.001
H: -2.583 -4.472 4.649  0.000
C: -0.411 2.680 -1.893  -0.021
N: -1.052 3.912 -2.340  0.002
C: -2.498 3.708 -2.310  0.002
N: -2.970 3.347 -0.980  0.003
C: -2.293 2.126 -0.561  0.016
N: -0.836 2.295 -0.550  0.023
C: -0.508 3.392 0.358  -0.008
N: -1.157 4.640 -0.032  0.003
C: -0.726 4.968 -1.387  -0.002
C: -2.600 4.411 -0.058  0.000
H: 0.673 2.824 -1.896  0.004
H: -0.666 1.877 -2.589  0.016
H: -2.757 2.908 -3.008  0.000
H: -2.992 4.635 -2.622  0.000
H: -2.556 1.311 -1.236  -0.011
H: -2.625 1.863 0.447  0.006
H: 0.576 3.548 0.354  0.004
H: -0.829 3.129 1.370  0.008
H: 0.357 5.123 -1.386  -0.001
H: -1.218 5.894 -1.699  0.000
H: -3.096 5.337 -0.361  0.000
H: -2.931 4.139 0.948  0.000

Results
- spin multiplicity = 2
- E_LUMO (spin up / spin down) (hartree) = 0.0272 / -0.0551
- HOMO energy (spin up / spin down) (eV) = -6.526 / -6.419
- calculated total energy (Eh) = -1863.1556